The following is a DFT calculation (wB97M-V/def2-TZVPD) of a single C6H11N molecule in a non-equilibrium geometry.

## Properties
Energy relative to the best compared isomer or geometry (same formula, charge and spin), kJ/mol: 262.6
Orbital gap, eV: 8.89
HOMO, Ha: -0.3077
SMILES: C=CC(=C)CCN
Largest force on an atom, hartree/bohr: 0.04450
Spin multiplicity: 1

Cartesian coordinates (Å):
C (1.322, -2.071, -0.752)
C (0.118, -1.437, -0.866)
C (-0.463, -0.701, 0.266)
C (-0.384, -1.047, 1.559)
C (-1.142, 0.633, -0.028)
C (-0.236, 1.718, -0.643)
N (0.663, 2.297, 0.368)
H (2.009, -1.929, -1.574)
H (1.690, -2.589, 0.121)
H (-0.461, -1.563, -1.786)
H (-0.653, -0.401, 2.390)
H (0.199, -1.886, 1.937)
H (-1.673, 1.000, 0.867)
H (-1.934, 0.419, -0.755)
H (-0.853, 2.582, -0.892)
H (0.306, 1.300, -1.478)
H (0.921, 1.677, 1.122)
H (0.358, 3.181, 0.733)